(one)
ORCA calculation (ωB97M-V/def2-TZVPD) on a molecular structure, C4H8N2.

CARTESIAN COORDINATES (ANGSTROEM)
C -0.26819 -0.84837 -1.37682
N -0.00593 0.54264 -1.85084
C 1.11910 0.53335 -0.97474
C 0.99151 -0.72727 -0.54994
C -0.31896 0.58747 2.16336
N -1.32051 0.36768 1.41827
H -0.23359 -1.58280 -2.18894
H -1.21122 -0.93381 -0.82989
H -0.74649 1.19709 -1.59707
H 1.82372 1.34656 -0.81493
H 1.56506 -1.41150 0.05925
H 0.21871 1.53174 2.06163
H 0.07296 -0.10907 2.91480
H -1.69909 -0.56302 1.60734

Output
orbital gap = 9.47 eV
E_LUMO = 1.10 eV
net charge = 0
spin multiplicity = 1

=====

(two)
ORCA calculation (ωB97M-V/def2-TZVPD) on a single C4H8N2 molecule.

CARTESIAN COORDINATES (ANGSTROEM)
C -0.28739 -1.60033 -0.24877
C -0.90398 -0.39567 0.54783
N -1.53200 0.74886 -0.09138
N -1.18166 1.67512 0.94629
C -0.17573 0.89782 0.28760
C 0.85493 1.39191 -0.62114
H 0.35686 -1.17466 -1.08851
H -1.09330 -2.27897 -0.63875
H 0.23646 -2.12003 0.56930
H -1.16974 -0.71008 1.58589
H -1.66864 1.53619 1.89129
H 0.64915 2.31489 -1.15239
H 1.25371 0.62756 -1.14724
H 1.65909 1.77064 -0.00633

Output
orbital gap = 10.33 eV
E_LUMO = 1.10 eV
structure (SMILES) = C[C@@H]1N2N[C@@]12C
net charge = 0
spin multiplicity = 1

=====

Top of the stability list: (one), leading by 1.216 eV.

=====

(one)
ORCA calculation (ωB97M-V/def2-TZVPD) on 2 unconnected molecules or ions with the total composition C4H8N2.

CARTESIAN COORDINATES (ANGSTROEM)
C -2.07944 0.23371 0.12301
C -0.98742 -0.82650 0.21310
C 2.05212 0.53854 0.57967
N 2.53548 -0.42897 -0.15582
C 1.38555 1.54678 -0.20036
N 0.81409 2.42427 -0.70423
H -1.67199 1.18761 -0.22796
H -2.54022 0.40530 1.10124
H -2.87111 -0.06969 -0.57020
H -1.39231 -1.80082 0.50704
H -0.48292 -0.95603 -0.75225
H -0.22772 -0.55080 0.95290
H 2.45464 -0.50691 -1.16836
H 3.01125 -1.19650 0.30223

Output
orbital gap = 9.28 eV
E_LUMO = -0.22 eV
net charge = 0
spin multiplicity = 1

=====

(two)
ORCA calculation (ωB97M-V/def2-TZVPD) on a single C4H8N2 molecule.

CARTESIAN COORDINATES (ANGSTROEM)
C -1.50976 0.32697 0.13642
C -0.48153 -0.78519 0.28054
C 0.86311 -0.03613 0.29353
N 1.94035 -0.92122 -0.13105
C 0.63636 1.26786 -0.48897
N -0.67814 1.37112 -0.50243
H -1.90957 0.67609 1.09842
H -2.37012 0.05757 -0.48853
H -1.14871 2.15204 -0.94762
H -0.60773 -1.40705 1.16604
H -0.52061 -1.42929 -0.60637
H 1.09593 0.27801 1.32422
H 1.85409 -1.09016 -1.13037
H 2.83632 -0.46061 -0.00383

Output
orbital gap = 9.25 eV
E_LUMO = 0.98 eV
net charge = 0
spin multiplicity = 1

=====

(three)
ORCA calculation (ωB97M-V/def2-TZVPD) on a single C4H8N2 molecule.

CARTESIAN COORDINATES (ANGSTROEM)
C -1.11354 -0.52107 -1.60494
N -0.67131 0.86494 -1.53852
C 0.13028 -0.16160 -0.88434
C 0.13220 -0.24392 0.61914
C 1.35974 0.01239 1.40271
N 0.30804 1.02159 1.33828
H -1.07006 -0.97633 -2.59151
H -1.95954 -0.83989 -0.99580
H -1.18073 1.38899 -0.83058
H 1.08940 -0.34186 -1.36824
H -0.57376 -0.95625 1.04758
H 2.27591 0.27308 0.87807
H 1.50472 -0.54026 2.32890
H -0.23136 1.02020 2.19927

Output
orbital gap = 10.47 eV
E_LUMO = 1.08 eV
structure (SMILES) = C1N[C@H]1[C@H]1CN1
net charge = 0
spin multiplicity = 1

=====

Top of the stability list: (two), leading by 0.512 eV.

=====

(one)
ORCA calculation (ωB97M-V/def2-TZVPD) on a single C4H8N2 molecule.

CARTESIAN COORDINATES (ANGSTROEM)
C 0.30504 -1.24269 -0.37900
N -0.96706 -0.70146 0.22095
C -1.00522 0.71241 0.10173
C 0.36970 1.05810 0.00336
N 1.09835 0.57464 1.16057
C 1.23831 -0.01830 -0.20682
H 0.56778 -2.25652 0.04956
H 0.21516 -1.41522 -1.51296
H -1.95665 -0.90923 -0.01090
H -1.64825 1.25230 0.73163
H -1.60843 0.99475 -0.86355
H 0.73176 1.94315 -0.16294
H 0.41740 -0.07546 1.53573
H 2.24210 0.08352 -0.66737

Output
orbital gap = 9.77 eV
E_LUMO = 1.00 eV
structure (SMILES) = C1NC[C@H]2N[C@@H]12
net charge = 0
spin multiplicity = 1

=====

(two)
ORCA calculation (ωB97M-V/def2-TZVPD) on a single C4H8N2 molecule.

CARTESIAN COORDINATES (ANGSTROEM)
C 0.29163 2.35904 0.35038
C 0.56835 0.88595 0.43478
C -0.47584 0.15735 -0.30218
N -0.95806 -0.61641 -1.16402
N -1.90259 -0.00624 -0.13596
C -2.73010 -1.01039 0.78675
H 0.49612 2.69657 -0.63708
H 0.98900 2.95504 1.00199
H -0.72843 2.66876 0.55167
H 0.55904 0.43355 1.34642
H 1.49826 0.73683 -0.10019
H -2.69815 -1.96741 0.27343
H -3.61475 -0.46814 0.89188
H -2.02146 -1.04314 1.75184

Output
orbital gap = 8.95 eV
E_LUMO = 0.93 eV
structure (SMILES) = CCC1=NN1C
net charge = 0
spin multiplicity = 1

=====

(three)
ORCA calculation (ωB97M-V/def2-TZVPD) on a single C4H8N2 molecule.

CARTESIAN COORDINATES (ANGSTROEM)
C -2.49852 0.00251 -0.43448
C -1.79139 -0.25243 0.83713
C -0.15837 -0.90218 0.28278
N 0.92809 -0.20697 0.36695
C 2.13541 -0.71355 -0.18604
N 0.98465 1.16728 0.66512
H -3.42090 -0.49070 -0.40685
H -2.57179 1.12705 -0.41137
H -2.04473 -0.28488 -1.42250
H 2.56673 -1.45746 0.51673
H 1.94972 -1.23277 -1.13289
H 2.81385 0.06421 -0.38340
H 0.65059 1.32565 1.63677
H 0.45666 1.85422 0.07204

Output
orbital gap (alpha / beta) = 7.84 / 7.84 eV
E_LUMO (alpha / beta) = 0.13 / 0.13 eV
structure (SMILES) = CC#CN(C)N
net charge = 0
spin multiplicity = 1

=====

Top of the stability list: (one), leading by 1.192 eV.

=====

(one)
ORCA calculation (ωB97M-V/def2-TZVPD) on a single C4H8N2 molecule.

CARTESIAN COORDINATES (ANGSTROEM)
C -1.98123 0.92857 -1.34276
C -1.24632 0.23240 -0.13741
N -0.20957 -0.69845 -0.67496
C 0.69545 -1.14773 0.45152
C 1.54703 -0.01083 0.85123
N 2.22178 0.84737 1.27149
H -2.54411 1.78954 -0.98232
H -2.66033 0.15686 -1.61430
H -1.39795 1.39768 -2.17267
H -1.95796 -0.31033 0.43848
H -0.61071 0.92721 0.58003
H -0.72000 -1.49176 -1.01401
H 0.31111 -1.58858 1.47628
H 1.40484 -1.93744 0.17739

Output
orbital gap = 10.78 eV
E_LUMO = 0.78 eV
structure (SMILES) = CCNCC#N
net charge = 0
spin multiplicity = 1

=====

(two)
ORCA calculation (ωB97M-V/def2-TZVPD) on a single C4H8N2 molecule.

CARTESIAN COORDINATES (ANGSTROEM)
C -0.27699 1.27037 0.51384
N -0.38248 0.08162 -0.32087
C -1.35840 -0.88229 0.14887
C 0.87190 -0.56869 -0.68694
C 2.07330 0.23875 -0.43069
N 3.03538 0.82046 -0.16061
H -1.25422 1.46786 0.96237
H -0.00793 2.13988 -0.09545
H 0.45729 1.18421 1.32957
H -1.13121 -1.29494 1.14980
H -1.42261 -1.71776 -0.55680
H -2.34495 -0.40948 0.18721
H 0.85357 -0.85350 -1.74731
H 1.05203 -1.49769 -0.11993

Output
orbital gap = 9.78 eV
E_LUMO = 0.83 eV
structure (SMILES) = CN(C)CC#N
net charge = 0
spin multiplicity = 1

=====

Top of the stability list: (two), leading by 0.380 eV.

=====

(one)
ORCA calculation (ωB97M-V/def2-TZVPD) on a molecular structure, C4H14N2O.

CARTESIAN COORDINATES (ANGSTROEM)
C -0.90528 0.00310 0.24746
C 0.74941 1.93451 0.36634
C -1.65049 0.01848 1.58216
C -0.88958 -1.31983 -0.47938
N 0.54402 0.48557 0.50453
H 1.34056 -0.20922 -0.21677
H -1.32887 0.77033 -0.40879
H 1.77294 2.18641 0.63998
H 0.06256 2.50089 0.99910
H 0.58686 2.19539 -0.67763
H -2.70337 -0.19976 1.40946
H -1.58321 0.98133 2.09725
H -1.25945 -0.76208 2.23884
H -1.43933 -2.10214 0.05164
H -1.35525 -1.20457 -1.46019
H 0.44082 -1.57721 -0.81178
N 1.75864 -1.12137 -1.13194
O 1.60637 -0.38106 -2.37276
H 0.80602 -0.76233 -2.77504
H 2.63888 -1.62457 -1.24289
H 0.80776 0.18814 1.44040

Output
orbital gap = 8.31 eV
E_LUMO = 0.89 eV
net charge = 0
spin multiplicity = 1

=====

(two)
ORCA calculation (ωB97M-V/def2-TZVPD) on 2 unconnected molecules or ions with the total composition C4H14N2O.

CARTESIAN COORDINATES (ANGSTROEM)
N -0.88865 1.99473 0.12307
C -0.84807 1.12361 -1.05701
C -0.70115 -0.35266 -0.73276
C 0.73972 -0.76291 -0.42475
C 1.37006 -1.73128 -1.47015
N 2.15304 -2.82805 -0.93899
H -1.83658 2.25735 0.34744
H -0.47034 1.52963 0.91490
H -0.04515 1.43906 -1.71361
H -1.74266 1.30398 -1.62329
H -1.12349 -0.94312 -1.55316
H -1.39252 -0.64728 0.06028
H 0.82786 -1.20730 0.54544
H 1.39629 0.09641 -0.42208
H 0.63350 -2.15009 -2.15800
H 2.04468 -1.16268 -2.11689
H 1.60087 -3.54718 -0.50282
H 2.96483 -2.55684 -0.41556
O -1.82589 2.49779 4.20660
H -1.85957 2.84552 5.10684
H -0.99680 2.80130 3.82451

Output
orbital gap = 9.70 eV
E_LUMO = 0.85 eV
structure (SMILES) = NCCCCN.O
net charge = 0
spin multiplicity = 1

=====

Top of the stability list: (two), leading by 3.586 eV.

=====

(one)
ORCA calculation (ωB97M-V/def2-TZVPD) on a single C11H14N2O3S molecule.

CARTESIAN COORDINATES (ANGSTROEM)
C -3.93826 -2.57083 0.01686
O -2.82381 -1.72820 0.18326
C -2.99557 -0.37734 0.00757
C -4.19353 0.23603 -0.31492
C -4.25166 1.61455 -0.46418
C -3.11846 2.38356 -0.29221
C -1.91181 1.78299 0.02968
C -1.83817 0.40788 0.18027
N -0.66400 -0.27901 0.50781
C 0.58087 0.21155 0.71782
O 0.89694 1.38032 0.64264
C 1.59611 -0.88167 1.00806
S 2.21040 -1.51519 -0.60485
C 3.93786 -0.94512 -0.55940
C 4.06969 0.52438 -0.17111
N 3.34343 1.36958 -0.92506
O 4.81356 0.86930 0.71797
H -4.72676 -2.33930 0.73952
H -4.34145 -2.50609 -0.99825
H -3.57175 -3.58075 0.19471
H -5.09028 -0.34701 -0.45167
H -5.19365 2.07786 -0.71497
H -3.16562 3.45522 -0.40648
H -1.02244 2.37372 0.16896
H -0.79775 -1.28079 0.55414
H 2.44745 -0.47570 1.54947
H 1.16208 -1.71986 1.55108
H 4.32246 -1.10581 -1.56667
H 4.49694 -1.55921 0.14728
H 3.25650 2.32291 -0.61119
H 2.60731 1.01519 -1.51344

Output
orbital gap = 8.91 eV
E_LUMO = 0.50 eV
structure (SMILES) = COc1ccccc1NC(=O)CSCC(N)=O
net charge = 0
spin multiplicity = 1

=====

(two)
ORCA calculation (ωB97M-V/def2-TZVPD) on a molecular structure, C11H14N2O3S.

CARTESIAN COORDINATES (ANGSTROEM)
O -1.77773 2.81120 -0.00917
C -2.14321 2.14347 1.18631
C -2.59531 0.69770 1.00764
C -1.44294 -0.30462 0.94781
C -0.53096 -0.31312 -0.25852
C 0.76146 -0.78275 -0.17071
C 1.24749 -1.33876 1.15904
C 2.72307 -1.41960 1.50789
O 3.31789 -0.12735 1.37115
C 1.59695 -0.78173 -1.35048
O 2.89823 -1.23501 -1.27236
C 1.17320 -0.37146 -2.56563
C -0.16385 0.05255 -2.70030
N -0.76943 0.42617 -3.82544
S -2.29123 0.74667 -3.41730
N -2.25660 0.44446 -1.85509
C -1.00983 0.07450 -1.54722
H -2.57450 2.99390 -0.51307
H -1.26531 2.18177 1.83150
H -2.94381 2.68996 1.69607
H -3.16736 0.45525 1.90817
H -3.27862 0.60852 0.17000
H -0.86238 -0.11266 1.84723
H -1.84106 -1.31873 1.05959
H 0.78051 -0.78105 1.96556
H 0.86759 -2.36164 1.26228
H 2.78577 -1.74806 2.55050
H 3.24867 -2.15988 0.91212
H 4.27302 -0.23015 1.34012
H 3.40356 -0.54815 -0.82108
H 1.83672 -0.39140 -3.41661

Output
orbital gap = 8.38 eV
E_LUMO = -0.18 eV
net charge = 0
spin multiplicity = 1

=====

Top of the stability list: (one), leading by 1.594 eV.

=====

(one)
ORCA calculation (ωB97M-V/def2-TZVPD) on a single C4H5N3S molecule.

CARTESIAN COORDINATES (ANGSTROEM)
H 1.14349 2.96516 0.85686
N 0.48554 2.26542 0.60804
C 0.73207 1.36182 -0.19259
C -0.32644 0.36027 -0.24002
C -0.95214 0.07940 -1.53348
N -1.20150 -0.13986 -2.65245
C 0.22395 -1.02866 0.36329
N -0.65083 -1.97796 0.68579
S 1.86521 -1.18148 0.73008
H 1.53983 1.25840 -0.86551
H -1.13175 0.70660 0.37942
H -1.68259 -1.93431 0.86059
H -0.04484 -2.73479 0.99998

Output
orbital gap = 9.15 eV
E_LUMO = 0.11 eV
structure (SMILES) = [H]/N=C/[C@@H](C#N)C(N)=S
net charge = 0
spin multiplicity = 1

=====

(two)
ORCA calculation (ωB97M-V/def2-TZVPD) on a molecular structure, C4H5N3S.

CARTESIAN COORDINATES (ANGSTROEM)
C 0.74188 2.32727 -0.10405
C -1.04551 -0.64905 -0.22237
C -0.13494 -1.61964 0.44998
C 1.29165 -1.79593 -0.10016
H 1.87290 2.76407 -0.67504
H -0.31957 3.23818 0.16892
H -1.48943 1.44480 -0.17053
H -0.63179 -2.65659 0.26451
H -0.03164 -1.37419 1.73753
N 0.85391 0.82195 -0.31463
N -0.58525 0.65425 -0.04013
N 2.24993 -2.31002 -0.61648
S -2.77212 -0.84510 -0.37758

Output
orbital gap = 7.66 eV
E_LUMO = -1.25 eV
net charge = 0
spin multiplicity = 1

=====

(three)
ORCA calculation (ωB97M-V/def2-TZVPD) on a single C4H5N3S molecule.

CARTESIAN COORDINATES (ANGSTROEM)
C 0.19033 0.07336 -1.93433
N 1.17580 0.18192 -0.87794
N 1.01042 0.12372 0.39948
C -0.14342 -0.03887 1.03418
C -1.43857 -0.20160 0.41648
N -2.48648 -0.33455 -0.06577
C -0.04122 -0.06571 2.47517
S -1.25182 -0.25423 3.53060
H -0.31659 -0.89216 -1.91999
H 0.71328 0.18710 -2.88586
H -0.56491 0.84643 -1.84780
H 2.16086 0.30108 -1.14273
H 0.99229 0.07351 2.81851

Output
orbital gap = 7.96 eV
E_LUMO = -0.75 eV
structure (SMILES) = CN/N=C(\C#N)C=S
net charge = 0
spin multiplicity = 1

=====

Top of the stability list: (one), leading by 0.576 eV.

=====

(one)
ORCA calculation (ωB97M-V/def2-TZVPD) on a single C4H5N3S molecule.

CARTESIAN COORDINATES (ANGSTROEM)
C 2.25965 -0.04470 -0.23344
C 0.94392 -0.43895 0.41526
N -0.02730 -0.41988 -0.40910
C -1.36204 -0.71698 -0.05126
S -1.97543 -2.22380 0.00240
N -2.15966 0.33373 -0.00783
C -1.74671 1.62585 -0.10301
N -1.39820 2.71650 -0.07191
H 2.13865 0.42359 -1.08896
H 3.02088 0.38066 0.37671
H 2.65306 -1.08894 -0.57725
H 0.82967 -0.76288 1.51394
H -3.17651 0.21579 0.23446

Output
orbital gap = 9.17 eV
E_LUMO = 0.16 eV
structure (SMILES) = C/C=N/C(=S)NC#N
net charge = 0
spin multiplicity = 1

=====

(two)
ORCA calculation (ωB97M-V/def2-TZVPD) on a single C4H5N3S molecule.

CARTESIAN COORDINATES (ANGSTROEM)
H 0.82274 2.84905 0.39341
N 1.35890 2.02974 0.20211
C 0.61688 1.05357 -0.11632
N -0.78377 0.99160 -0.28640
N -1.22578 -0.36405 -0.57051
C -1.05280 -1.17344 0.66546
C -0.02194 -1.18870 -0.35951
C 1.14175 -0.34911 -0.20734
S 2.68964 -0.75321 -0.10905
H -1.17771 1.66675 -0.93967
H -1.64812 -2.04699 0.76366
H -0.77115 -0.64518 1.58532
H 0.05136 -2.07003 -1.02117

Output
orbital gap = 7.91 eV
E_LUMO = -0.96 eV
structure (SMILES) = [H]/N=C1\NN2C[C@@H]2C1=S
net charge = 0
spin multiplicity = 1

=====

Top of the stability list: (one), leading by 1.031 eV.